C47H85NO21PbPdS8 | ωB97M-V/def2-TZVPD

## Properties
Highest occupied orbital energy (alpha / beta), Ha: -0.424 / -0.424
Total energy, eV: -189997.1271
Frontier orbital gap (alpha / beta), Eh: 0.2158 / 0.1667

```
! wB97M-V def2-TZVPD RIJCOSX def2/J DEFGRID3
* xyz 2 3
Pd 5.7991 33.0949 -18.0551
Pb 1.1340 33.1312 -11.0719
C 3.6816 34.5274 -14.4565
C 4.0920 33.9721 -15.6642
C 3.5829 32.6116 -16.0736
O 3.9361 32.0904 -17.1715
C 2.6382 31.9624 -15.2993
C 2.1808 32.5387 -14.1103
C 2.6468 33.9404 -13.6896
O 2.1449 34.4418 -12.6737
O 1.4312 31.9749 -13.2959
O 4.9379 34.5692 -16.3855
H 4.0781 35.5137 -14.2454
H 2.2477 31.0061 -15.6156
C -2.8801 32.0643 -14.3344
C -4.1656 32.2534 -13.5040
C -3.8082 32.2508 -12.0377
S -2.2835 31.2880 -11.8499
O -2.5931 30.0732 -11.1346
O -1.1223 32.1076 -11.4749
C -2.0922 30.9434 -13.6540
H -2.2021 32.9164 -14.3338
H -3.2005 31.7114 -15.3121
H -4.8680 31.4689 -13.7909
H -4.6578 33.1541 -13.8729
H -4.4765 31.7208 -11.3590
H -3.7148 33.2484 -11.6084
H -2.4847 29.9636 -13.9279
H -1.0282 30.9619 -13.8788
C 3.0295 37.4599 -18.8286
C 4.5435 37.5557 -18.9654
C 4.9071 36.6268 -20.1157
S 3.7566 35.1862 -19.9685
O 4.5301 34.1131 -19.3384
O 3.0759 34.9108 -21.2015
C 2.6282 36.0022 -18.7540
H 2.5619 37.9478 -19.6879
H 2.6821 37.9887 -17.9454
H 5.0651 37.1934 -18.0771
H 4.8587 38.5610 -19.2359
H 5.9056 36.2127 -20.2401
H 4.6841 37.0713 -21.0891
H 2.7744 35.6622 -17.7284
H 1.6576 35.6816 -19.1257
C 2.6902 29.6040 -19.3784
C 2.3545 29.9375 -20.8419
C 3.4889 30.7713 -21.4147
S 4.9935 30.4528 -20.4944
O 5.4399 31.6598 -19.8121
O 5.9006 29.7313 -21.3333
C 4.2106 29.3500 -19.2741
H 2.1672 28.7623 -18.9284
H 2.5086 30.4327 -18.6841
H 1.4124 30.4394 -21.0371
H 2.3426 28.9628 -21.3365
H 3.2729 31.8398 -21.3301
H 3.7181 30.5781 -22.4607
H 4.6142 29.5793 -18.2935
H 4.4394 28.3495 -19.6390
C -0.9057 38.5092 -11.8991
C 0.3658 37.9801 -12.5777
C -0.0840 36.8541 -13.4983
S -1.3324 35.9393 -12.5754
O -0.7083 34.9403 -11.7205
O -2.4021 35.5234 -13.4538
C -1.9049 37.3564 -11.6094
H -1.4743 39.1280 -12.5967
H -0.8394 39.0939 -10.9846
H 1.0355 37.5971 -11.8081
H 0.8962 38.7636 -13.1143
H 0.7073 36.1564 -13.7772
H -0.4916 37.2333 -14.4348
H -1.9197 36.9814 -10.5861
H -2.9029 37.5825 -11.9657
C 8.3535 34.8762 -13.1990
C 8.0089 35.9223 -14.2725
C 8.5160 35.3685 -15.6065
S 8.3592 33.5664 -15.5101
O 9.6448 32.9163 -15.6109
O 7.2164 33.1216 -16.3086
C 7.8311 33.5534 -13.7546
H 7.8540 35.0217 -12.2444
H 9.4325 34.7628 -13.0949
H 8.4608 36.8984 -14.1115
H 6.9221 36.0348 -14.3042
H 9.5635 35.6262 -15.7472
H 7.9346 35.6764 -16.4743
H 8.1974 32.6252 -13.3281
H 6.7434 33.5047 -13.8296
C 5.8471 39.6971 -15.0380
C 4.8086 38.5222 -15.1772
C 3.5160 39.1716 -15.6667
S 3.4635 40.7478 -14.7712
O 2.4814 40.6929 -13.7041
O 3.4426 41.7730 -15.7796
C 5.1439 40.5777 -14.0342
H 6.0094 40.1216 -16.0220
H 6.6717 39.1248 -14.6152
H 4.5617 37.9425 -14.2773
H 5.1152 37.6903 -15.8216
H 2.5862 38.6094 -15.5919
H 3.6113 39.3927 -16.7302
H 5.0570 40.0364 -13.1021
H 5.4492 41.6127 -13.8978
C 5.1553 37.7343 -10.7903
C 5.9010 36.4390 -11.1571
C 5.1848 35.1751 -10.6797
S 3.7121 35.7928 -9.8141
O 3.9943 36.1089 -8.4379
O 2.5531 34.9544 -10.0913
C 3.6756 37.3521 -10.7559
H 5.2787 38.4569 -11.5896
H 5.4688 38.1984 -9.8609
H 6.9043 36.5061 -10.7311
H 6.0526 36.3356 -12.2326
H 5.7121 34.4138 -10.1148
H 4.7173 34.6765 -11.5347
H 2.9563 38.0346 -10.3136
H 3.3405 37.0764 -11.7591
C 4.5964 28.9840 -10.1888
C 4.5346 28.5365 -11.6506
C 4.0716 29.7454 -12.4464
S 4.7122 31.1929 -11.5721
O 3.5951 32.0073 -11.1105
O 5.7327 31.7812 -12.4071
C 5.4570 30.2482 -10.2068
H 5.0156 28.2458 -9.5076
H 3.6303 29.2882 -9.7755
H 3.8108 27.7220 -11.7249
H 5.4823 28.1489 -12.0189
H 2.9967 29.8856 -12.5703
H 4.4956 29.7829 -13.4492
H 5.4461 30.8652 -9.3112
H 6.4711 30.0178 -10.5325
C -0.7983 25.4780 -13.4461
C -1.2675 26.9465 -13.4679
C -0.3295 27.7451 -12.5385
C 1.0289 28.0260 -13.1815
C 0.9707 28.6332 -14.5824
C -0.0255 27.9085 -15.4852
N -1.2606 27.5214 -14.8099
O -2.1484 26.9298 -15.7451
C -0.4275 28.9776 -16.5295
C 0.7064 26.7224 -16.1300
C -2.6733 26.9286 -12.8797
H -0.7929 25.0880 -12.4274
H 0.2183 25.2953 -13.8072
H -1.4168 24.8733 -14.1130
H -0.8441 28.6813 -12.3006
H -0.0920 27.1723 -11.6443
H 1.5694 27.0690 -13.2033
H 1.6433 28.5909 -12.4702
H 1.9991 28.5755 -14.9529
H 0.7875 29.7049 -14.4529
H -1.0152 28.5320 -17.3356
H -1.1383 29.6424 -16.0374
H 0.3896 29.5581 -16.9561
H 1.3282 26.1724 -15.4226
H -0.0209 25.9818 -16.4679
H 1.3143 27.0720 -16.9644
H -2.5975 26.5308 -11.8695
H -3.2804 26.2048 -13.4316
H -3.1996 27.8827 -12.9202
H -2.9766 27.4064 -15.6102
*
```

Results of the Löwdin charge analysis, in e, for atoms 1 through 6: 1.19 1.69 0.04 -0.34 -0.31 -0.04

---

C4H8IN2 | ωB97M-V/def2-TZVPD

## Properties
Highest occupied orbital energy (alpha / beta), Ha: -0.451 / -0.474
ΔE to the lowest compared entry with this formula, charge and spin, kJ/mol: 560.7
Total energy, eV: -15346.2954
Frontier orbital gap (alpha / beta), Eh: 0.2123 / 0.2930

```
! wB97M-V def2-TZVPD RIJCOSX def2/J DEFGRID3
* xyz 1 1
C 0.6677 0.5910 1.1021
C 0.5406 0.4457 -0.3959
C -0.2539 -0.8572 -0.5704
C -1.7676 -0.7248 -0.0190
N -1.7774 -0.8743 1.3393
N 1.5518 1.2648 1.6618
I -3.1928 -0.1234 2.3507
H 0.1506 1.2143 -0.9892
H 1.5449 0.2548 -0.7507
H -0.3060 -1.0139 -1.5935
H 0.2037 -1.7238 -0.1402
H -2.3321 -0.0124 -0.4993
H -2.0856 -1.7016 -0.3163
H 2.0934 2.0303 1.1030
H 1.6012 1.3009 2.6980
*
```

Results of the Löwdin charge analysis, in e, for atoms 1 through 6: 0.04 -0.14 -0.14 -0.41 -0.59 0.18

---

CH4N2O | ωB97M-V/def2-TZVPD

## Properties
Highest occupied orbital energy (alpha / beta), Ha: -0.351 / -0.285
ΔE to the lowest compared entry with this formula, charge and spin, kJ/mol: 417.1
Total energy, eV: -6126.1847
Frontier orbital gap (alpha / beta), Eh: 0.3573 / 0.2806

```
! wB97M-V def2-TZVPD RIJCOSX def2/J DEFGRID3
* xyz 0 1
C -1.3165 0.1587 0.0883
N -1.0635 -1.1076 -0.0710
N 1.0547 0.9477 -0.0311
O -2.2176 0.9854 0.0022
H -0.1672 -1.5695 0.1937
H -1.7705 -1.6564 -0.4772
H 0.9895 1.8376 0.6489
H 1.3330 1.2839 -0.9332
*
```

Results of the Löwdin charge analysis, in e, for atoms 1 through 6: -0.32 0.14 -0.04 0.06 0.13 0.10

---

C64H63N3O2P2Pd | ωB97M-V/def2-TZVPD

## Properties
Highest occupied orbital energy, Ha: -0.172
ΔE to the lowest compared entry with this formula, charge and spin, kJ/mol: 65.8
Total energy, eV: -98010.7384
Frontier orbital gap, Eh: 0.1082

```
! wB97M-V def2-TZVPD RIJCOSX def2/J DEFGRID3
* xyz 0 1
C 6.0252 -3.8037 1.2407
N 5.7872 -2.5676 0.4876
C 6.9601 -1.9934 -0.1746
C 4.4908 -2.0919 0.1902
C 4.1896 -1.6549 -1.1071
C 2.9480 -1.1817 -1.4122
C 1.9349 -1.0879 -0.4367
C 0.6372 -0.5549 -0.7726
C 0.3612 0.0472 -2.0311
C -0.8701 0.6459 -2.4519
C -2.2098 0.1721 -2.1909
C -3.3059 0.8743 -2.7252
C -4.5839 0.4183 -2.5537
C -4.8452 -0.7385 -1.7983
N -6.1594 -1.1770 -1.5685
C -6.4937 -1.9619 -0.3825
C -7.2936 -0.7959 -2.4167
C -3.7515 -1.4439 -1.2721
C -2.4680 -1.0250 -1.4992
Pd 0.0387 1.5915 -0.6461
P 2.0889 2.6892 -0.9299
C 1.6189 4.4088 -1.2330
C 2.1048 5.4318 -0.4481
C 1.7600 6.7416 -0.7269
C 0.9211 7.0254 -1.7858
C 0.4096 5.9972 -2.5520
C 0.7562 4.6867 -2.2721
C 3.1416 2.5951 0.5296
C 4.2854 3.3632 0.5598
C 5.1032 3.3363 1.6752
C 4.7663 2.5436 2.7556
C 3.6269 1.7635 2.7130
C 2.8208 1.7746 1.5884
C 3.0178 2.0434 -2.3427
C 4.2756 1.5215 -2.1296
C 4.9779 0.9500 -3.1758
C 4.4157 0.8978 -4.4352
C 3.1568 1.4220 -4.6484
C 2.4604 2.0002 -3.6026
P -1.4145 1.9116 1.1910
C -1.4621 0.4630 2.2787
C -1.1127 0.5740 3.6062
C -1.1729 -0.5376 4.4295
C -1.5593 -1.7622 3.9187
C -1.9007 -1.8716 2.5872
C -1.8682 -0.7536 1.7752
C -0.9291 3.3667 2.1488
C -1.7861 4.4425 2.2327
C -1.4310 5.5523 2.9792
C -0.2157 5.5855 3.6354
C 0.6462 4.5123 3.5389
C 0.2864 3.4036 2.7945
C -3.0501 2.2063 0.4914
C -4.1456 1.4881 0.9204
C -5.3986 1.7879 0.4180
C -5.5475 2.8037 -0.5031
C -4.4438 3.5124 -0.9404
C -3.1891 3.2113 -0.4384
C 2.2398 -1.5260 0.8714
C 3.4840 -2.0160 1.1685
H 5.0879 -4.2403 1.5771
H 6.5309 -4.5347 0.6118
H 6.6506 -3.6102 2.1087
H 6.7093 -1.0238 -0.6040
H 7.7578 -1.8373 0.5501
H 7.3222 -2.6490 -0.9661
H 4.9526 -1.7116 -1.8637
H 2.7457 -0.8902 -2.4271
H -0.1534 -0.6852 -0.0366
H 1.2244 0.2245 -2.6746
H -0.8061 1.3987 -3.2437
H -3.1231 1.7881 -3.2666
H -5.4059 0.9770 -2.9613
H -5.7149 -1.8658 0.3700
H -7.4153 -1.5900 0.0567
H -6.6169 -3.0138 -0.6316
H -6.9674 -0.3676 -3.3630
H -7.9032 -1.6687 -2.6487
H -7.9148 -0.0680 -1.8988
H -3.9293 -2.3461 -0.7119
H -1.6453 -1.6433 -1.1928
H 2.7504 5.2074 0.3842
H 2.1592 7.5412 -0.1261
H 0.6642 8.0478 -2.0130
H -0.2483 6.2145 -3.3769
H 0.3511 3.8798 -2.8617
H 4.5356 3.9830 -0.2901
H 5.9972 3.9374 1.7017
H 5.3964 2.5335 3.6310
H 3.3570 1.1573 3.5617
H 1.9425 1.1525 1.5298
H 4.6974 1.5364 -1.1376
H 5.9583 0.5381 -3.0045
H 4.9573 0.4447 -5.2501
H 2.7137 1.3793 -5.6296
H 1.4733 2.3982 -3.7647
H -0.8024 1.5297 4.0015
H -0.9221 -0.4433 5.4728
H -1.5982 -2.6262 4.5633
H -2.1782 -2.8297 2.1814
H -2.1982 -0.8117 0.7553
H -2.7333 4.4118 1.7163
H -2.1080 6.3875 3.0508
H 0.0523 6.4471 4.2263
H 1.5968 4.5371 4.0449
H 0.9401 2.5525 2.7406
H -4.0193 0.7282 1.6729
H -6.2580 1.2376 0.7610
H -6.5309 3.0681 -0.8582
H -4.5597 4.3068 -1.6565
H -2.3212 3.7848 -0.7374
H 1.4967 -1.4228 1.6463
H 3.7458 -2.2656 2.1819
C -4.7272 -6.0858 2.8132
C -3.8418 -5.9038 1.5960
O -2.4797 -6.0206 1.9170
C -1.7370 -5.9882 0.7637
C -0.3048 -5.9693 0.9365
C 0.6095 -5.8685 -0.1150
C 0.2350 -6.0276 -1.4632
C 1.1521 -5.8162 -2.4486
N 2.4081 -5.4201 -2.2463
C 2.7696 -5.2865 -0.9723
C 1.9625 -5.5339 0.0993
O -2.2497 -5.9291 -0.3552
H -5.7706 -5.8175 2.6272
H -4.7109 -7.1222 3.1558
H -4.3662 -5.4697 3.6394
H -4.0566 -6.6444 0.8102
H -3.9698 -4.9076 1.1465
H 0.0578 -5.9304 1.9498
H -0.7795 -6.3115 -1.6951
H 0.8625 -5.9585 -3.4790
H 3.7771 -4.9364 -0.8074
H 2.3375 -5.4547 1.1041
*
```

Results of the Löwdin charge analysis, in e, for atoms 1 through 6: -0.05 -0.18 -0.06 -0.21 -0.01 -0.01